No. 1
Computed, not measured: a structure of composition C30H41N5O7S2SiSr, with the ωB97M-V functional and the def2-TZVPD basis.

```
87
Properties=species:S:1:pos:R:3:forces:R:3
Sr 0.381740 0.821437 -0.186138 0.0 0.1 0.1
C -1.285926 -3.151195 1.377930 0.0 0.0 0.0
C 0.085949 -2.568688 1.716887 0.0 0.0 0.0
N 0.780706 -1.962511 0.580269 0.0 0.0 0.0
C 1.093370 -2.889052 -0.513674 0.0 0.0 0.0
C 0.561980 -2.412098 -1.866288 0.0 0.0 0.0
N -0.802646 -1.914458 -1.799957 0.0 0.0 0.0
C -1.810208 -2.946722 -1.621146 0.0 0.0 0.0
C -2.794554 -2.612716 -0.493445 0.0 0.0 0.0
N -2.204043 -2.196461 0.766389 0.0 0.0 0.0
H -1.706709 -3.525728 2.319298 0.0 0.0 0.0
H -1.163688 -4.028391 0.732632 0.0 0.0 0.0
H 0.673847 -3.383940 2.170980 0.0 0.0 0.0
H -0.028889 -1.788697 2.471353 0.0 0.0 0.0
H 1.646295 -1.551399 0.915591 0.0 0.0 0.0
H 0.676765 -3.874692 -0.280962 0.0 0.0 0.0
H 2.175024 -3.008711 -0.606589 0.0 0.0 0.0
H 0.672911 -3.242114 -2.585523 0.0 0.0 0.0
H 1.184518 -1.595907 -2.226449 0.0 0.0 0.0
H -0.976080 -1.340904 -2.620504 0.0 0.0 0.0
H -1.312625 -3.896807 -1.401302 0.0 0.0 0.0
H -2.386232 -3.116375 -2.542274 0.0 0.0 0.0
H -3.443989 -3.480155 -0.318793 0.0 0.0 0.0
H -3.443336 -1.799839 -0.831392 0.0 0.0 0.0
H -1.716171 -1.322085 0.615661 0.0 0.0 0.0
C 2.601786 -0.888380 3.989046 0.0 0.0 0.0
Si 2.093038 0.721267 3.110208 0.0 0.0 0.0
C 3.383733 0.962728 1.778045 0.0 0.0 0.0
C 2.324426 2.148510 4.323851 0.0 0.0 0.0
N 0.527264 0.659654 2.414936 0.0 0.0 0.0
C -0.590663 0.675753 3.182669 0.0 0.0 0.0
C -0.627847 0.477989 4.586146 0.0 0.0 0.0
C -1.788664 0.555110 5.340182 0.0 0.0 0.0
C -3.003987 0.823517 4.737166 0.0 0.0 0.0
C -3.032333 0.986136 3.352005 0.0 0.0 0.0
C -1.876902 0.891400 2.608455 0.0 0.0 0.0
O -1.884301 1.008076 1.207155 0.0 0.0 0.0
C -3.034936 1.496288 0.606904 0.0 0.0 0.0
C -4.123854 0.658955 0.419592 0.0 0.0 0.0
C -5.250884 1.153940 -0.221484 0.0 0.0 0.0
C -5.275543 2.466705 -0.675732 0.0 0.0 0.0
C -4.167422 3.284300 -0.491267 0.0 0.0 0.0
C -3.038531 2.805044 0.157754 0.0 0.0 0.0
H 3.603224 -0.782687 4.418662 0.0 0.0 0.0
H 2.644118 -1.708816 3.265755 0.0 0.0 0.0
H 1.920054 -1.188928 4.787630 0.0 0.0 0.0
H 4.358748 1.084202 2.261743 0.0 0.0 0.0
H 3.189287 1.869292 1.198678 0.0 0.0 0.0
H 3.469219 0.126224 1.081070 0.0 0.0 0.0
H 3.355807 2.171969 4.689905 0.0 0.0 0.0
H 1.654897 2.108946 5.184461 0.0 0.0 0.0
H 2.129312 3.082323 3.789612 0.0 0.0 0.0
H 0.304952 0.274575 5.094596 0.0 0.0 0.0
H -1.731575 0.408281 6.413882 0.0 0.0 0.0
H -3.917502 0.903328 5.312580 0.0 0.0 0.0
H -3.972129 1.194037 2.861252 0.0 0.0 0.0
H -4.071096 -0.356034 0.795009 0.0 0.0 0.0
H -6.108230 0.508532 -0.372931 0.0 0.0 0.0
H -6.151805 2.847666 -1.186597 0.0 0.0 0.0
H -4.169770 4.299417 -0.867237 0.0 0.0 0.0
H -2.150922 3.411445 0.300060 0.0 0.0 0.0
S 0.678589 3.691286 0.925606 0.0 0.0 0.0
C 0.781507 5.000994 -0.117408 0.0 0.0 0.0
N 0.849781 5.940414 -0.798136 0.0 0.0 0.0
C -3.217446 0.670483 -3.233474 0.0 0.0 0.0
S -1.548095 1.269479 -3.372753 0.0 -0.1 0.0
O -0.774713 0.145618 -3.906818 0.0 0.0 0.0
O -1.608002 2.426732 -4.234977 0.0 0.0 0.0
O -1.172739 1.578194 -1.980049 0.1 -0.1 0.0
H -3.570145 0.408314 -4.229191 0.0 0.0 0.0
H -3.827885 1.460169 -2.800495 0.0 0.0 0.0
H -3.223797 -0.201160 -2.580361 0.0 0.0 0.0
O 6.163673 -0.670363 -2.551917 0.0 0.0 0.0
C 5.198652 -0.299021 -3.447701 0.0 0.0 0.0
C 5.546396 0.000083 -4.761873 0.0 0.0 0.0
C 4.581806 0.401955 -5.674042 0.0 0.0 0.0
C 3.261658 0.521924 -5.272088 0.0 0.0 0.0
C 2.925612 0.237511 -3.955534 0.0 0.0 0.0
C 3.870953 -0.190620 -3.028284 0.0 0.0 0.0
C 3.403533 -0.549401 -1.623378 0.0 0.0 0.0
O 3.937085 -1.494656 -1.037216 0.0 0.0 0.0
O 2.427621 0.143916 -1.198677 0.0 0.0 -0.1
H 7.014403 -0.601667 -2.995550 0.0 0.0 0.0
H 6.587254 -0.079066 -5.064877 0.0 0.0 0.0
H 4.871409 0.631282 -6.693052 0.0 0.0 0.0
H 2.494966 0.848613 -5.962100 0.0 0.0 0.0
H 1.898903 0.356467 -3.631998 0.0 0.0 0.0
```
Forces are in eV/Å.

Values from the calculation:
2S+1: 1
Frontier orbital gap, Ha: 0.234
Net charge: -2

Results of the Mulliken charge analysis, in e, for atoms 1 through 4: number 1, Sr, carries 1.43; number 2, C, carries -0.83; number 3, C, carries -0.47; number 4, N, carries 0.45


No. 2
Computed, not measured: a structure of composition C30H41N7O3PRhS, with the ωB97M-V functional and the def2-TZVPD basis.

```
84
Properties=species:S:1:pos:R:3:forces:R:3
Rh 0.196151 0.137144 -0.238131 1.5 1.7 -3.9
C 3.027666 -1.288879 -0.186830 0.1 -0.6 0.6
C 3.023030 -1.339439 1.360106 -0.1 -0.3 -0.2
N 1.953953 -0.593111 1.962163 -0.6 -0.1 -0.6
C 2.242145 0.619391 2.680870 -0.3 0.3 0.2
C 1.398236 1.833369 2.257714 0.2 -0.5 0.8
N 1.237102 1.969105 0.808533 -1.6 -0.7 -0.5
C 2.433564 2.352008 0.041210 0.4 -0.3 -0.5
C 3.332403 1.161325 -0.327666 -0.2 0.7 0.4
N 2.528644 -0.010025 -0.696990 -1.9 0.1 -0.3
H 2.371239 -2.066314 -0.590085 0.1 0.1 0.0
H 4.052761 -1.488258 -0.527264 -0.2 0.1 -0.2
H 3.971104 -0.984031 1.769903 -0.1 0.0 0.0
H 2.929675 -2.392332 1.650370 0.3 0.0 -0.1
H 1.081515 -0.594125 1.402748 0.8 -0.4 1.4
H 3.305233 0.857938 2.594675 0.0 0.0 0.0
H 2.048927 0.449300 3.749460 0.1 0.3 -0.1
H 1.872133 2.723173 2.693154 -0.2 0.0 -0.2
H 0.391993 1.745857 2.677751 0.1 0.0 -0.1
H 0.539366 2.700890 0.660211 0.1 -0.1 0.1
H 3.025791 3.097105 0.585959 -0.2 0.0 0.0
H 2.089101 2.807002 -0.890794 0.0 0.0 0.1
H 3.982231 0.897996 0.504764 -0.1 -0.1 0.0
H 3.977330 1.479023 -1.154529 -0.1 -0.2 0.1
H 2.462897 -0.080706 -1.713062 0.0 0.1 0.2
O -0.047071 -1.296236 -2.030270 0.6 0.9 1.4
S -1.529310 -1.220612 -2.035825 -1.8 -1.0 -0.5
O -2.198143 -2.481050 -2.006983 0.2 0.5 -0.5
O -1.923787 -0.333942 -0.887453 0.8 0.7 0.5
C -2.038198 -0.234960 -3.427045 0.2 -0.2 0.5
C -2.881735 -0.695422 -4.417830 0.0 -0.3 0.0
C -3.350641 0.196295 -5.374858 0.1 0.0 0.1
C -2.970785 1.530414 -5.323330 0.0 -0.1 0.0
C -2.123506 1.984656 -4.325563 0.2 -0.1 0.3
C -1.663281 1.096116 -3.355694 0.1 -0.2 0.1
P -0.568449 1.738659 -2.046361 0.3 0.5 -0.1
C -1.544108 3.062305 -1.282891 0.4 -0.4 0.3
C -0.936296 4.209304 -0.764651 0.1 0.0 0.0
C -1.707978 5.190829 -0.167277 0.1 0.0 0.1
C -3.078638 5.017088 -0.037123 0.1 -0.1 -0.1
C -3.683329 3.865777 -0.519823 -0.1 0.0 0.0
C -2.922382 2.891442 -1.137978 0.1 -0.2 -0.1
C 0.717295 2.458059 -3.125457 0.2 -0.3 0.6
C 1.614671 1.537345 -3.669282 -0.1 -0.1 0.2
C 2.614061 1.956026 -4.525216 0.0 0.0 -0.1
C 2.724671 3.301119 -4.848976 -0.1 0.1 0.0
C 1.812910 4.214706 -4.342481 0.0 0.0 -0.1
C 0.808566 3.800221 -3.481376 -0.1 0.0 0.1
H -3.169032 -1.735625 -4.419828 -0.1 -0.1 0.0
H -4.018464 -0.143691 -6.151561 0.0 -0.1 0.0
H -3.339254 2.228627 -6.058528 0.0 0.0 -0.1
H -1.835566 3.025538 -4.282861 0.0 0.1 -0.1
H 0.131895 4.354133 -0.862628 0.1 0.1 0.0
H -1.239969 6.091776 0.198737 0.0 0.1 0.0
H -3.671327 5.778080 0.444175 -0.1 0.1 0.0
H -4.750257 3.731779 -0.411789 0.0 0.0 0.0
H -3.385376 1.992041 -1.516637 -0.1 0.0 0.0
H 1.485189 0.484940 -3.439878 0.1 -0.1 -0.1
H 3.298476 1.241673 -4.956188 0.1 -0.1 0.0
H 3.510499 3.632339 -5.510300 0.0 0.0 -0.1
H 1.878830 5.255467 -4.623077 0.0 0.1 0.0
H 0.089876 4.515332 -3.114509 0.0 0.1 0.0
C -0.696720 -1.475957 3.144685 0.0 -0.3 0.4
N -1.683578 -2.121096 3.981298 0.6 -0.1 1.1
C -2.120078 -3.371371 3.375085 0.0 0.4 -0.2
N -2.693312 -3.060990 2.076562 -0.3 -1.2 -0.7
C -1.712011 -2.433794 1.223579 -0.3 -0.2 -0.1
N -1.247026 -1.152184 1.808811 0.9 0.3 -0.6
C -2.436388 -0.297519 2.015590 -0.3 0.1 0.0
N -3.414389 -0.946478 2.861374 -0.8 0.8 0.1
C -2.831562 -1.244621 4.162349 0.2 0.0 -0.2
C -3.848208 -2.194397 2.244315 0.3 0.1 0.0
H 0.162632 -2.140660 3.031789 -0.1 0.1 0.0
H -0.374177 -0.554009 3.634479 0.1 0.0 0.0
H -2.870281 -3.846121 4.010445 0.1 0.0 0.0
H -1.269203 -4.045487 3.261015 0.0 0.0 0.0
H -2.153844 -2.250390 0.241548 0.0 -0.1 0.5
H -0.856614 -3.103235 1.100388 0.0 0.0 0.1
H -2.877654 -0.079680 1.039846 0.0 0.0 0.2
H -2.122701 0.641268 2.483585 0.0 0.0 0.0
H -3.571202 -1.739776 4.793362 0.0 0.1 0.0
H -2.513839 -0.318797 4.648360 0.0 0.0 0.0
H -4.301310 -1.987324 1.273682 0.0 0.0 0.0
H -4.578159 -2.683906 2.890924 0.0 0.0 -0.1
```
Forces are in eV/Å.

Values from the calculation:
2S+1: 1
Frontier orbital gap (alpha / beta), Ha: 0.169 / 0.169
Net charge: +2

Results of the Mulliken charge analysis, in e, for atoms 1 through 4: number 1, Rh, carries 0.35; number 2, C, carries -0.74; number 3, C, carries -0.93; number 4, N, carries 0.74


Going through the records in order, we get largest force on an atom values of 0.1, 4.5 eV Å⁻¹.